Computed, not measured: an isolated ion of composition C2NO3S and charge -1, with ωB97M-V with the def2-TZVPD basis set.

Results
SMILES: N#CSOC(=O)[O-]
Spin multiplicity: 1
Net charge: -1
ΔE to the lowest compared entry with this formula, charge and spin, kcal per mole: 5.4
Max |F|, eV Å⁻¹: 3.0
HOMO level, eV: -4.4
LUMO level, eV: 3.6176
Gap between HOMO and LUMO, eV: 8.00

Last column: natural (NBO) charge in e.
Atoms and positions in Å:
N1 -0.551 3.073 -0.054  -0.411
C1 -0.919 2.017 -0.335  0.015
S1 -1.139 0.375 -0.852  0.608
O1 0.333 -0.120 -0.801  -0.893
C2 0.750 -1.574 0.091  1.013
O2 1.936 -1.447 0.279  -0.672
O3 -0.164 -2.292 0.263  -0.660